23
Properties=species:S:1:pos:R:3 method="wB97M-V/def2-TZVPD" homo_energy_ev=-8.6 charge=0 relative_energy_kcal_mol=84.8 total_energy_ha=-1162.6908
C -1.220 -0.993 -1.621
C -2.423 0.307 -0.061
C -0.372 -0.789 0.662
C 1.182 -0.486 0.810
C 1.554 0.938 1.174
C 1.220 1.798 -0.062
H -1.700 -0.226 -2.318
H -0.288 -1.455 -1.978
H -1.809 -1.936 -1.409
H -2.364 1.025 0.772
H -3.117 -0.456 0.501
H -2.963 0.789 -0.968
H -0.747 -1.862 0.532
H -0.846 -0.559 1.558
H 1.558 -1.224 1.533
H 1.078 1.219 2.191
H 2.708 0.829 1.343
H 0.164 1.733 -0.208
H 1.538 2.891 -0.088
N -1.105 -0.241 -0.403
O 3.561 -1.354 0.075
S 2.102 0.961 -1.437
S 2.290 -0.910 -0.597